1.
Below is a cluster of 2 separate species, C5H14N2O in total at a distorted geometry, with properties calculated with ωB97M-V/def2-TZVPD.

XYZ file:
```
22
Properties=species:S:1:pos:R:3
C 1.47 0.05 0.23
C 0.06 -0.33 -0.24
C -0.51 0.75 -1.04
C 0.16 1.20 -2.15
C -2.45 2.24 -1.51
N -1.85 1.29 -0.81
N 1.83 -0.90 1.44
H 1.76 1.02 0.66
H 2.22 0.12 -0.46
H 0.29 -1.27 -0.82
H -0.54 -0.53 0.71
H 1.22 0.86 -2.49
H -0.37 1.95 -2.74
H -1.91 2.69 -2.39
H -3.38 2.71 -1.06
H -2.17 0.88 0.11
H 1.24 -0.68 2.29
H 2.80 -0.76 1.68
H 1.59 -1.82 1.09
H 0.11 -3.56 2.77
H -1.26 -3.09 2.46
O -0.31 -2.83 2.28
```

Calculated values
- Net charge: +2
- LUMO level: -8.871 eV
- Kohn-Sham gap: 8.97 eV
- Energy relative to the best compared isomer or geometry (same formula, charge and spin): 48.5 kcal per mole
- E: -382.96164 a.u.
- 2S+1: 1

Atom charges from the natural (NBO) analysis, given in e for atoms 1 to 8: atom 1 (C): -0.2030, atom 2 (C): -0.4857, atom 3 (C): 0.0776, atom 4 (C): -0.2688, atom 5 (C): 0.1491, atom 6 (N): -0.4296, atom 7 (N): -0.6846, atom 8 (H): 0.2419


2.
Below is a cluster of 2 separate species, C8H7F2PS in total at a distorted geometry, with properties calculated with ωB97M-V/def2-TZVPD.

XYZ file:
```
19
Properties=species:S:1:pos:R:3
C -1.20 -2.38 0.66
C -0.26 -1.65 0.50
C 0.85 -0.72 0.33
C 1.84 -0.75 1.22
C 2.78 0.28 1.17
C 2.70 1.26 0.24
C 1.76 1.20 -0.84
C 0.82 0.19 -0.78
H -1.98 -2.97 1.10
H 1.91 -1.55 1.91
H 3.57 0.30 1.85
H 3.39 2.18 0.30
H 1.69 1.87 -1.54
H 0.07 0.21 -1.48
F -2.82 0.46 -2.38
P -2.55 0.63 -0.76
F -3.64 1.87 -0.74
S -4.03 -0.66 -0.02
H -4.90 0.23 -0.73
```

Calculated values
- Net charge: 0
- LUMO level: 0.576 eV
- Kohn-Sham gap: 9.75 eV
- Energy relative to the best compared isomer or geometry (same formula, charge and spin): 3.6 kcal per mole
- E: -1248.28710 a.u.
- 2S+1: 1
- SMILES: C#Cc1ccccc1.FP(F)S

Atom charges from the natural (NBO) analysis, given in e for atoms 1 to 8: atom 1 (C): -0.2376, atom 2 (C): -0.0163, atom 3 (C): -0.1332, atom 4 (C): -0.1631, atom 5 (C): -0.2179, atom 6 (C): -0.1885, atom 7 (C): -0.1909, atom 8 (C): -0.1649


3.
Below is the molecule CH11P7 at a distorted geometry, with properties calculated with ωB97M-V/def2-TZVPD.

XYZ file:
```
19
Properties=species:S:1:pos:R:3
P 1.60 0.11 -2.47
P 0.83 1.46 -0.89
P 2.85 2.16 -0.12
C 0.22 0.28 0.41
P -1.36 -0.56 -0.11
P -2.42 1.20 0.57
P -1.74 -1.87 1.65
P -0.62 -3.62 1.12
H 0.53 0.19 -3.30
H 2.20 1.14 -3.14
H 2.11 2.60 0.99
H 3.01 0.92 0.59
H -0.07 0.92 1.20
H 1.13 -0.36 0.62
H -3.72 0.71 0.11
H -1.89 1.92 -0.44
H -3.01 -2.21 0.94
H -0.40 -3.72 2.52
H 0.57 -2.98 0.86
```

Calculated values
- Net charge: 0
- LUMO level: 0.528 eV
- Kohn-Sham gap: 8.84 eV
- Energy relative to the best compared isomer or geometry (same formula, charge and spin): 0.0 kcal per mole
- E: -2434.06439 a.u.
- 2S+1: 1
- SMILES: PP(#[PH2])CP(#[PH2])[PH]#[PH2]

Atom charges from the natural (NBO) analysis, given in e for atoms 1 to 8: atom 1 (P): 0.0093, atom 2 (P): 0.2623, atom 3 (P): 0.0480, atom 4 (C): -1.0653, atom 5 (P): 0.2747, atom 6 (P): 0.0087, atom 7 (P): -0.0214, atom 8 (P): 0.0350


4.
Below is a cluster of 4 separate species, C41H70BrN5O7S in total at a distorted geometry, with properties calculated with ωB97M-V/def2-TZVPD.

XYZ file:
```
125
Properties=species:S:1:pos:R:3
C 3.07 -3.42 2.76
C 4.56 -2.89 3.02
C 5.27 -2.20 1.76
O 4.39 -1.40 0.92
C 4.43 0.00 1.26
C 2.89 0.51 1.29
C 2.46 1.76 2.13
C 0.95 2.21 2.12
C 0.40 3.49 2.93
O 0.46 4.60 2.32
O -0.17 3.45 4.23
Br 0.43 2.01 5.20
C -0.04 1.36 1.28
C -1.60 1.66 1.20
C -2.36 0.57 2.31
C -3.23 -0.67 1.56
O -1.80 -0.82 2.33
C 0.50 0.15 0.47
N -0.43 -0.67 -0.36
C -0.02 -0.66 -1.60
S 0.76 -0.91 -3.05
N 1.91 -0.22 0.48
H 3.02 -4.53 3.07
H 2.72 -3.37 1.67
H 2.32 -2.89 3.46
H 5.20 -3.82 3.28
H 4.60 -2.23 3.97
H 5.66 -3.06 1.08
H 6.22 -1.64 2.10
H 5.05 0.62 0.51
H 4.88 0.22 2.30
H 3.19 2.36 2.78
H -1.91 2.70 1.57
H -2.02 1.39 0.17
H -2.81 1.04 3.32
H -4.12 -0.35 2.27
H -3.34 -1.76 1.87
H 2.16 -1.03 -0.11
C 1.05 -8.97 6.56
C 1.84 -7.64 6.70
C 1.54 -6.99 8.07
C 0.16 -6.35 8.15
C -0.06 -5.38 6.99
C 0.19 -6.03 5.61
N 1.51 -6.74 5.55
O 2.50 -5.79 5.47
C -0.96 -7.01 5.28
C 0.06 -4.94 4.52
C 3.33 -8.09 6.70
H 0.15 -8.99 7.18
H 0.75 -9.16 5.52
H 1.64 -9.84 6.85
H 2.29 -6.22 8.28
H 1.64 -7.73 8.87
H -0.62 -7.11 8.16
H 0.07 -5.80 9.10
H -1.09 -5.00 7.04
H 0.59 -4.52 7.13
H -0.77 -7.54 4.35
H -1.90 -6.47 5.16
H -1.15 -7.74 6.06
H 0.74 -4.10 4.68
H -0.95 -4.52 4.51
H 0.25 -5.35 3.52
H 3.60 -8.56 5.75
H 3.51 -8.82 7.49
H 4.02 -7.26 6.88
C 3.30 6.39 -4.42
C 3.06 4.94 -4.92
C 1.82 4.89 -5.85
C 0.50 5.00 -5.09
C 0.43 3.97 -3.97
C 1.64 4.03 -3.02
N 2.94 4.01 -3.75
O 3.15 2.74 -4.20
C 1.54 5.30 -2.14
C 1.53 2.87 -2.00
C 4.31 4.63 -5.80
H 2.39 6.99 -4.42
H 3.72 6.40 -3.41
H 4.02 6.93 -5.04
H 1.82 3.95 -6.41
H 1.88 5.69 -6.59
H 0.37 6.01 -4.69
H -0.33 4.84 -5.79
H -0.50 4.13 -3.41
H 0.34 2.97 -4.42
H 2.43 5.41 -1.51
H 0.68 5.24 -1.47
H 1.40 6.22 -2.70
H 1.47 1.89 -2.48
H 0.62 2.97 -1.39
H 2.38 2.86 -1.32
H 5.23 4.65 -5.19
H 4.42 5.38 -6.59
H 4.25 3.67 -6.30
C -3.55 2.84 -2.96
C -4.11 1.70 -3.86
C -3.28 1.60 -5.16
C -3.56 2.72 -6.15
C -5.06 2.84 -6.43
C -5.89 2.98 -5.14
N -5.56 1.94 -4.12
O -6.11 0.76 -4.54
C -5.68 4.40 -4.54
C -7.40 2.97 -5.52
C -3.85 0.41 -3.04
H -3.02 3.60 -3.53
H -4.34 3.32 -2.39
H -2.84 2.46 -2.22
H -3.49 0.64 -5.66
H -2.21 1.59 -4.93
H -3.16 3.67 -5.79
H -3.04 2.52 -7.09
H -5.23 3.71 -7.09
H -5.38 1.96 -7.00
H -6.20 4.50 -3.58
H -6.09 5.16 -5.21
H -4.64 4.66 -4.40
H -7.69 2.07 -6.07
H -7.64 3.82 -6.17
H -8.03 3.05 -4.63
H -4.42 0.42 -2.10
H -2.79 0.31 -2.79
H -4.12 -0.50 -3.58
```

Calculated values
- Net charge: +1
- LUMO level (alpha / beta): -4.666 / -4.666 eV
- Kohn-Sham gap (alpha / beta): 5.86 / 6.49 eV
- Energy relative to the best compared isomer or geometry (same formula, charge and spin): 0.0 kcal per mole
- E: -5375.93160 a.u.
- 2S+1: 4

Atom charges from the Löwdin analysis, given in e for atoms 1 to 8: atom 1 (C): -0.1192, atom 2 (C): -0.2089, atom 3 (C): -0.2078, atom 4 (O): -0.1977, atom 5 (C): -0.1314, atom 6 (C): -0.0277, atom 7 (C): 0.0878, atom 8 (C): -0.0304